{"formula": "C3H10N2O", "method": "the ωB97M-V functional and the def2-TZVPD basis", "elements": ["C", "C", "N", "H", "H", "H", "H", "H", "N", "C", "O", "H", "H", "H", "H", "H"], "xyz": [[1.5337, -1.1856, 0.0685], [1.8712, -0.0509, 0.6794], [1.8438, 1.2359, 0.1034], [1.5560, -2.0794, 0.6691], [1.0416, -1.1723, -0.8883], [2.2261, -0.0542, 1.7080], [1.9327, 1.9942, 0.7663], [0.9532, 1.2870, -0.3913], [-1.7234, -0.4621, 0.9001], [-2.0210, -0.2401, -0.5106], [-0.9434, 0.4525, -1.1236], [-2.5776, -0.3309, 1.4086], [-0.9506, 0.0737, 1.2628], [-2.8793, 0.4335, -0.5939], [-2.1952, -1.2158, -0.9553], [-1.1774, 0.7188, -2.0136]], "nbo_charge": [-0.5038, -0.0047, -0.8366, 0.2042, 0.2029, 0.1752, 0.3652, 0.3907, -0.8637, 0.1112, -0.7462, 0.3608, 0.3820, 0.1333, 0.1496, 0.4799], "mol_weight_g_mol": 90.13, "homo_energy_ev": -8.08, "e_tot_ev": -8299.5507, "orbital_gap_ha": 0.32328, "e_above_lowest_kcal_mol": 45.0}

{"formula": "C3H10N2O", "method": "the ωB97M-V functional and the def2-TZVPD basis", "elements": ["C", "C", "N", "H", "H", "H", "H", "H", "N", "C", "O", "H", "H", "H", "H", "H"], "xyz": [[1.9472, -1.0020, -0.8041], [1.9399, -0.6234, 0.4719], [1.3404, 0.5839, 0.9044], [2.1149, -2.0392, -1.0628], [1.7760, -0.2831, -1.5889], [2.3767, -1.0969, 1.3454], [1.4494, 1.4195, 0.3500], [1.5472, 0.7580, 1.8725], [-1.9972, -0.7037, 0.0272], [-1.9048, 0.6168, -0.5850], [-1.3609, 1.5282, 0.3452], [-1.1814, -0.7934, 0.6224], [-1.8941, -1.4395, -0.6582], [-2.9141, 0.9480, -0.8618], [-1.2779, 0.6381, -1.4775], [-1.9614, 1.4885, 1.0993]], "nbo_charge": [-0.5354, 0.0086, -0.8129, 0.2073, 0.1955, 0.1903, 0.3819, 0.3642, -0.8680, 0.1027, -0.7117, 0.3692, 0.3592, 0.1393, 0.1449, 0.4648], "mol_weight_g_mol": 90.13, "homo_energy_ev": -8.26, "e_tot_ev": -8299.4713, "orbital_gap_ha": 0.34130, "e_above_lowest_kcal_mol": 46.9}

{"formula": "C3H10N2O", "method": "the ωB97M-V functional and the def2-TZVPD basis", "elements": ["C", "C", "N", "H", "H", "H", "H", "H", "N", "C", "O", "H", "H", "H", "H", "H"], "xyz": [[0.8077, 3.0780, -0.8425], [1.1711, 2.0148, -1.5417], [0.7482, 0.7067, -1.1521], [1.1756, 4.0576, -1.0871], [0.0383, 2.9273, -0.1006], [1.9541, 2.1465, -2.2965], [0.5841, 0.0898, -1.9357], [1.4518, 0.2747, -0.5714], [-1.6352, -1.6104, 1.8220], [-0.5928, -2.2750, 1.1240], [-0.5313, -1.8395, -0.2573], [-1.3301, -0.7774, 2.2973], [-2.2381, -2.2082, 2.3539], [-0.8564, -3.3273, 1.0470], [0.4199, -2.1440, 1.4975], [-1.1670, -1.1135, -0.3566]], "nbo_charge": [-0.4203, -0.0210, -0.8652, 0.1997, 0.1985, 0.1639, 0.3708, 0.3732, -0.8653, 0.0865, -0.7575, 0.3711, 0.3789, 0.1589, 0.1477, 0.4801], "mol_weight_g_mol": 90.13, "homo_energy_ev": -9.20, "e_tot_ev": -8299.5724, "orbital_gap_ha": 0.37415, "e_above_lowest_kcal_mol": 44.5}

{"formula": "C3H10N2O", "method": "the ωB97M-V functional and the def2-TZVPD basis", "elements": ["C", "C", "O", "H", "H", "H", "H", "N", "C", "N", "H", "H", "H", "H", "H", "H"], "xyz": [[-2.3663, -0.7397, -1.2671], [-1.3865, 0.3789, -1.4370], [-0.4008, 0.3194, -2.1213], [-1.8836, -1.6766, -1.5424], [-3.2651, -0.5877, -1.8587], [-2.6513, -0.8070, -0.2140], [-1.6190, 1.3419, -0.9497], [2.5605, -0.3746, 1.2787], [1.4546, 0.0074, 0.4309], [0.4334, 0.9147, 1.0186], [3.2353, 0.3453, 1.4909], [2.2374, -0.7646, 2.1550], [1.8218, 0.5122, -0.4563], [0.9237, -0.9072, 0.1779], [-0.0408, 0.4076, 1.7694], [0.9467, 1.6300, 1.5253]], "nbo_charge": [-0.7269, 0.4478, -0.5356, 0.2298, 0.2397, 0.2227, 0.1165, -0.8478, -0.0613, -0.8423, 0.3561, 0.3487, 0.1953, 0.1747, 0.3373, 0.3450], "mol_weight_g_mol": 90.13, "homo_energy_ev": -9.02, "e_tot_ev": -8300.2219, "orbital_gap_ha": 0.36679, "e_above_lowest_kcal_mol": 29.6}

{"formula": "C3H10N2O", "method": "the ωB97M-V functional and the def2-TZVPD basis", "elements": ["N", "C", "C", "N", "C", "O", "H", "H", "H", "H", "H", "H", "H", "H", "H", "H"], "xyz": [[1.9644, 1.8391, 0.4472], [0.5404, 1.7730, -0.0337], [0.1311, 0.2706, -0.2789], [-1.1710, -0.1377, -0.0933], [-1.4293, -1.5417, -0.0700], [-0.2018, -2.3328, -0.0958], [1.9581, 2.1869, 1.4389], [2.5676, 2.5318, -0.0160], [0.1087, 2.1974, 0.8920], [0.6105, 2.2892, -0.9619], [0.8150, -0.1955, 0.4737], [0.6160, 0.0294, -1.2977], [-1.8256, 0.4372, -0.5117], [-2.0683, -1.6727, -0.9628], [-2.2603, -1.8336, 0.7221], [0.0858, -2.2289, 0.8080]], "nbo_charge": [-0.8531, -0.2327, -0.2137, -0.6743, 0.1012, -0.6887, 0.3477, 0.3585, 0.1905, 0.1908, 0.1934, 0.1460, 0.3696, 0.1523, 0.1457, 0.4666], "mol_weight_g_mol": 90.13, "homo_energy_ev": -8.19, "e_tot_ev": -8298.5378, "orbital_gap_ha": 0.33770, "e_above_lowest_kcal_mol": 68.4}

{"formula": "C3H10N2O", "method": "the ωB97M-V functional and the def2-TZVPD basis", "elements": ["C", "C", "C", "O", "N", "N", "H", "H", "H", "H", "H", "H", "H", "H", "H", "H"], "xyz": [[0.1376, 0.3854, 1.3013], [0.5214, -0.2910, 0.0629], [0.5915, 0.4768, -1.2537], [1.6550, -1.0856, 0.1286], [-0.7052, -1.3397, -0.1145], [-1.9909, -0.7910, -0.3303], [-0.7589, 1.0802, 1.1736], [-0.0692, -0.3652, 2.0447], [1.0112, 1.0700, 1.7070], [1.1198, 1.3815, -1.0672], [1.1183, -0.1973, -1.8989], [-0.3904, 0.6210, -1.8486], [1.9008, -1.1873, 1.0354], [-0.3527, -2.0569, -0.8766], [-2.4806, -0.5258, 0.5464], [-2.0644, -0.0687, -0.9785]], "nbo_charge": [-0.6605, 0.3715, -0.6390, -0.7030, -0.5178, -0.6731, 0.2339, 0.2304, 0.2096, 0.2112, 0.2277, 0.2032, 0.4760, 0.3539, 0.3501, 0.3258], "mol_weight_g_mol": 90.13, "homo_energy_ev": -8.68, "e_tot_ev": -8298.9635, "orbital_gap_ha": 0.35170, "e_above_lowest_kcal_mol": 58.6}

{"formula": "C3H10N2O", "method": "the ωB97M-V functional and the def2-TZVPD basis", "elements": ["C", "C", "O", "N", "H", "H", "H", "H", "H", "C", "N", "H", "H", "H", "H", "H"], "xyz": [[-0.0805, 1.3117, 1.1921], [-1.6258, 0.6229, 0.3796], [0.8321, 1.6037, 0.3097], [-2.1121, 1.2423, -0.6127], [0.9789, 0.4617, -0.4914], [-1.3569, 1.6558, -1.1784], [0.1562, 0.5049, 1.9089], [-0.5863, 2.1552, 1.6790], [-2.3492, 0.2184, 1.0983], [1.2332, -1.8023, -0.3600], [0.5901, -0.6097, -0.9231], [0.5844, -0.6143, -1.9377], [-0.4439, -0.4385, -0.4649], [0.7480, -2.7186, -0.7045], [2.2909, -1.8272, -0.6194], [1.1410, -1.7659, 0.7246]], "nbo_charge": [0.0123, -0.0857, -0.8144, -0.5917, 0.4730, 0.3236, 0.1163, 0.1686, 0.1520, -0.4137, -0.8065, 0.4016, 0.4380, 0.2003, 0.2105, 0.2157], "mol_weight_g_mol": 90.13, "homo_energy_ev": -7.92, "e_tot_ev": -8297.5237, "orbital_gap_ha": 0.30868, "e_above_lowest_kcal_mol": 91.8}

{"formula": "C3H10N2O", "method": "the ωB97M-V functional and the def2-TZVPD basis", "elements": ["C", "C", "N", "N", "O", "C", "H", "H", "H", "H", "H", "H", "H", "H", "H", "H"], "xyz": [[2.0398, 0.2058, -0.1658], [0.9930, -0.7414, 0.3982], [-0.3073, -0.4745, -0.1933], [-1.2612, -1.4571, 0.0554], [-0.7607, 0.7700, 0.5086], [-1.6448, 1.5348, -0.2664], [3.0089, -0.0008, 0.2819], [1.7723, 1.2349, 0.0582], [2.1126, 0.0871, -1.2442], [0.8912, -0.5877, 1.4913], [1.2540, -1.7817, 0.1796], [-1.1753, -1.9052, 0.9695], [-1.2906, -2.1142, -0.7138], [-1.9229, 2.3905, 0.3496], [-1.1684, 1.8821, -1.1896], [-2.5405, 0.9576, -0.5193]], "nbo_charge": [-0.6114, -0.2487, -0.0276, -0.6746, -0.4427, -0.2501, 0.2082, 0.2202, 0.2091, 0.1818, 0.1979, 0.3349, 0.3670, 0.1917, 0.1677, 0.1767], "mol_weight_g_mol": 90.13, "homo_energy_ev": -9.12, "e_tot_ev": -8298.2311, "orbital_gap_ha": 0.37879, "e_above_lowest_kcal_mol": 75.5}

{"formula": "C3H10N2O", "method": "the ωB97M-V functional and the def2-TZVPD basis", "elements": ["H", "N", "C", "N", "C", "C", "H", "H", "H", "H", "H", "H", "H", "O", "H", "H"], "xyz": [[3.4750, -0.6138, 1.7938], [2.7008, -0.2967, 1.2222], [1.5770, -0.7155, 1.6359], [0.4151, -0.3499, 1.0083], [-0.8875, -0.7875, 1.4289], [-1.6838, -1.3478, 0.2271], [1.4082, -1.2346, 2.5814], [0.6210, 0.0802, 0.1214], [-0.7903, -1.6180, 2.1314], [-1.4485, 0.0580, 1.8239], [-1.6402, -0.5831, -0.5516], [-1.2668, -2.2713, -0.1418], [-2.7098, -1.6186, 0.4710], [-1.2427, 2.9379, -4.3212], [-1.5624, 3.8114, -4.5860], [-2.0619, 2.4583, -4.1103]], "nbo_charge": [0.3426, -0.7362, 0.2880, -0.6231, -0.2055, -0.6086, 0.1397, 0.4012, 0.1980, 0.1834, 0.2012, 0.2082, 0.2111, -0.9336, 0.4674, 0.4663], "mol_weight_g_mol": 90.13, "homo_energy_ev": -8.65, "e_tot_ev": -8300.4098, "orbital_gap_ha": 0.34734, "e_above_lowest_kcal_mol": 25.2}

{"formula": "C3H10N2O2", "method": "the ωB97M-V functional and the def2-TZVPD basis", "elements": ["C", "C", "N", "C", "N", "O", "H", "H", "H", "H", "H", "H", "H", "H", "O", "H", "H"], "xyz": [[1.5041, 0.4542, -1.5210], [0.4142, 1.0548, -0.5450], [-0.8566, 1.1979, -1.2848], [0.1682, 0.1370, 0.6748], [0.8315, 0.3375, 1.9018], [-0.2561, -1.0029, 0.4540], [1.2770, -0.6455, -1.5322], [2.3761, 0.5957, -0.8583], [1.6477, 1.1538, -2.4060], [0.8438, 2.0139, -0.2034], [-1.6677, 1.5229, -0.7999], [-0.9830, 0.2210, -1.6252], [0.5608, -0.4631, 2.5243], [0.9699, 1.2507, 2.2243], [-2.4295, -2.7910, 1.2936], [-1.5523, -2.9927, 0.8856], [-2.8480, -2.0442, 0.8172]], "nbo_charge": [-0.6219, -0.1280, -0.8373, 0.6563, -0.8292, -0.6514, 0.2369, 0.2102, 0.2425, 0.1839, 0.3654, 0.3682, 0.4137, 0.3890, -0.9604, 0.4886, 0.4734], "mol_weight_g_mol": 106.12, "homo_energy_ev": -9.51, "e_tot_ev": -10348.0213, "orbital_gap_ha": 0.37405, "e_above_lowest_kcal_mol": 33.8}

{"formula": "C3H10N2O2", "method": "the ωB97M-V functional and the def2-TZVPD basis", "elements": ["C", "C", "O", "N", "C", "N", "H", "H", "H", "H", "H", "H", "H", "H", "O", "H", "H"], "xyz": [[-2.6129, 0.1941, 0.3231], [-1.5089, -0.5519, 1.0103], [-1.6717, -1.6650, 1.5024], [-0.1405, -0.0167, 0.9742], [1.0233, -0.8779, 0.5736], [1.5811, -0.5494, -0.7782], [-2.0830, 1.0285, -0.2440], [-3.2261, 0.7140, 1.1317], [-3.2632, -0.4826, -0.2644], [-0.0611, 0.9264, 1.3168], [0.6201, -1.9269, 0.5748], [1.7899, -0.6835, 1.3297], [1.9786, -1.3670, -1.0814], [0.7726, -0.4668, -1.4555], [1.9565, 2.0238, -1.5309], [2.2120, 1.1239, -1.3929], [2.6333, 2.5769, -1.9891]], "nbo_charge": [-0.7293, 0.6902, -0.5731, -0.7115, -0.0424, -0.8520, 0.2344, 0.2432, 0.2579, 0.3991, 0.1996, 0.1907, 0.3536, 0.3637, -0.9890, 0.4957, 0.4690], "mol_weight_g_mol": 106.12, "homo_energy_ev": -9.47, "e_tot_ev": -10347.6670, "orbital_gap_ha": 0.37986, "e_above_lowest_kcal_mol": 42.0}

{"formula": "C3H10N2O2", "method": "the ωB97M-V functional and the def2-TZVPD basis", "elements": ["C", "N", "C", "O", "C", "N", "H", "H", "H", "H", "H", "H", "H", "H", "O", "H", "H"], "xyz": [[-1.7776, -1.5614, 0.4320], [-0.4590, -0.9487, 0.4011], [-0.2343, 0.2713, 0.9510], [-1.1162, 0.9391, 1.4462], [1.1885, 0.7582, 0.8564], [1.5521, 1.1784, -0.5144], [-2.5195, -0.7740, 0.3989], [-1.9223, -2.1825, -0.4491], [-1.9216, -2.1304, 1.3454], [0.3207, -1.5378, 0.1707], [1.9024, -0.0065, 1.1658], [1.3347, 1.5799, 1.5572], [1.2923, 2.1630, -0.6003], [2.5752, 1.1852, -0.5602], [0.5564, -0.4675, -2.7691], [-0.1885, -0.9058, -2.3529], [0.8635, 0.2044, -2.1357]], "nbo_charge": [-0.4203, -0.6172, 0.6532, -0.6098, -0.3110, -0.8385, 0.2326, 0.1994, 0.1960, 0.3960, 0.1984, 0.2044, 0.3686, 0.3672, -0.9723, 0.4594, 0.4939], "mol_weight_g_mol": 106.12, "homo_energy_ev": -9.84, "e_tot_ev": -10348.7433, "orbital_gap_ha": 0.38531, "e_above_lowest_kcal_mol": 17.2}

{"formula": "C3H10N2O2", "method": "the ωB97M-V functional and the def2-TZVPD basis", "elements": ["C", "C", "C", "N", "O", "N", "H", "H", "H", "H", "H", "H", "H", "H", "H", "H", "O"], "xyz": [[1.1501, -1.8915, 0.4712], [-0.1238, -1.4046, -0.0268], [-0.5428, -0.0681, -0.2573], [-1.5346, 0.4225, 0.6849], [0.4966, 0.8094, -0.4112], [2.1563, -0.9402, 0.9669], [1.6267, -2.4499, -0.3341], [0.9630, -2.6123, 1.2781], [-0.7781, -2.1789, -0.4258], [-1.0112, -0.0935, -1.2858], [-1.9405, 1.2575, 0.2084], [-2.2520, -0.2495, 0.9300], [1.8861, -0.6309, 1.8878], [2.0958, -0.1195, 0.3736], [-0.0175, 1.6693, -0.7580], [-1.2710, 3.1168, -1.6802], [-1.2122, 2.3283, -1.1450]], "nbo_charge": [-0.3679, 0.3160, 0.0766, -0.8006, -0.7612, -0.8146, 0.2656, 0.2712, 0.2018, 0.2897, 0.4521, 0.3542, 0.3603, 0.4040, 0.5239, 0.4557, -1.2270], "mol_weight_g_mol": 106.12, "homo_energy_ev": -8.40, "e_tot_ev": -10343.6325, "orbital_gap_ha": 0.20857, "e_above_lowest_kcal_mol": 135.0}

{"formula": "C3H10N2O2", "method": "the ωB97M-V functional and the def2-TZVPD basis", "elements": ["N", "C", "C", "N", "H", "H", "H", "H", "H", "H", "H", "H", "O", "C", "O", "H", "H"], "xyz": [[1.4082, 0.0972, 0.2054], [0.5536, -0.5739, 1.2122], [0.0371, -1.8898, 0.6635], [-1.0071, -2.4358, 1.5408], [2.3293, -0.3300, 0.1846], [1.6111, 1.0373, 0.5453], [-0.2934, 0.0782, 1.4231], [1.0944, -0.7168, 2.1549], [-0.4036, -1.7023, -0.3222], [0.8785, -2.5818, 0.5101], [-1.2968, -3.3401, 1.1862], [-0.6141, -2.6291, 2.4559], [-0.4327, 2.5323, -0.4670], [-0.4906, 2.0556, -1.5721], [-0.2093, 0.8006, -1.8799], [-0.7771, 2.6736, -2.4326], [0.3579, 0.4372, -1.1347]], "nbo_charge": [-0.8440, -0.2306, -0.2260, -0.8231, 0.3655, 0.3843, 0.2161, 0.1699, 0.1965, 0.1575, 0.3572, 0.3466, -0.6196, 0.6514, -0.7143, 0.1043, 0.5084], "mol_weight_g_mol": 106.12, "homo_energy_ev": -9.69, "e_tot_ev": -10348.6153, "orbital_gap_ha": 0.38977, "e_above_lowest_kcal_mol": 20.1}